1.
C27H54O27 | the ωB97M-V functional and the def2-TZVPD basis

Geometry (Å):
C: -0.60 -2.77 4.59
O: -1.12 -1.47 4.72
C: -2.17 -1.14 3.98
O: -2.68 -1.81 3.13
O: -2.53 0.09 4.32
C: -3.41 0.83 3.51
H: -0.33 -3.09 3.59
H: -1.33 -3.52 4.89
H: 0.21 -2.90 5.30
H: -4.48 0.67 3.63
H: -3.24 0.67 2.44
H: -3.12 1.86 3.72
C: 0.11 6.69 5.06
O: -0.35 5.51 4.41
C: 0.55 4.84 3.71
O: 1.67 5.20 3.50
O: 0.02 3.70 3.27
C: 0.73 3.03 2.25
H: -0.80 7.14 5.43
H: 0.68 7.27 4.34
H: 0.79 6.49 5.90
H: 0.47 1.98 2.20
H: 1.82 3.05 2.38
H: 0.53 3.53 1.30
C: -4.78 -5.49 -1.04
O: -4.75 -4.25 -1.71
C: -4.46 -3.18 -1.00
O: -4.19 -3.12 0.16
O: -4.58 -2.12 -1.81
C: -4.33 -0.83 -1.28
H: -5.41 -5.53 -0.15
H: -3.78 -5.79 -0.72
H: -5.16 -6.23 -1.74
H: -3.28 -0.59 -1.14
H: -4.86 -0.72 -0.33
H: -4.76 -0.11 -1.97
C: -1.05 -1.41 0.67
O: -0.62 -0.79 -0.56
C: -0.63 0.53 -0.64
O: -0.74 1.30 0.28
O: -0.46 0.91 -1.89
C: -0.10 2.25 -2.22
H: -0.82 -2.46 0.56
H: -2.14 -1.35 0.65
H: -0.56 -0.94 1.52
H: -0.92 2.94 -2.03
H: 0.34 2.36 -3.20
H: 0.71 2.47 -1.51
C: 3.48 -3.41 -0.01
O: 3.55 -2.20 0.75
C: 2.58 -1.95 1.59
O: 1.59 -2.61 1.79
O: 2.73 -0.78 2.24
C: 3.97 -0.13 2.22
H: 3.04 -4.20 0.60
H: 4.47 -3.67 -0.35
H: 2.78 -3.23 -0.83
H: 4.31 0.13 1.22
H: 4.79 -0.70 2.67
H: 4.01 0.77 2.84
C: 0.10 -0.34 -5.32
O: 1.13 -0.97 -6.06
C: 1.24 -0.59 -7.34
O: 0.55 0.17 -7.95
O: 2.33 -1.20 -7.81
C: 2.45 -1.32 -9.24
H: 0.54 0.37 -4.62
H: -0.34 -1.08 -4.64
H: -0.73 0.11 -5.87
H: 2.67 -2.38 -9.39
H: 3.21 -0.64 -9.60
H: 1.47 -1.23 -9.71
C: 2.47 -0.44 -2.79
O: 3.51 -0.07 -1.88
C: 3.88 1.19 -1.79
O: 3.50 2.08 -2.50
O: 4.81 1.27 -0.84
C: 5.65 2.41 -0.81
H: 2.51 -1.53 -2.83
H: 2.71 -0.07 -3.78
H: 1.49 -0.19 -2.38
H: 5.03 3.31 -0.78
H: 6.24 2.45 -1.73
H: 6.43 2.34 -0.06
C: -1.69 7.53 -0.53
O: -0.32 7.17 -0.45
C: 0.06 6.13 -1.21
O: -0.68 5.47 -1.88
O: 1.36 5.99 -1.06
C: 2.05 5.18 -2.00
H: -1.96 8.31 0.18
H: -2.31 6.65 -0.45
H: -1.86 8.02 -1.50
H: 3.08 5.46 -1.85
H: 1.72 5.41 -3.02
H: 1.82 4.12 -1.89
C: -3.49 -6.70 5.08
O: -2.21 -6.68 4.42
C: -2.10 -5.80 3.43
O: -2.80 -4.86 3.22
O: -0.97 -6.07 2.79
C: -0.70 -5.33 1.64
H: -4.26 -6.94 4.36
H: -3.64 -5.71 5.49
H: -3.48 -7.46 5.86
H: -1.50 -5.38 0.90
H: 0.22 -5.63 1.14
H: -0.58 -4.26 1.82

Output
LUMO energy: 0.49 eV
Relative energy (zero: lowest compared OMol25 entry of this formula, charge and spin): 159.1 kJ/mol
HOMO-LUMO gap: 10.6 eV
Structure (SMILES): COC(=O)OC.COC(=O)OC.COC(=O)OC.COC(=O)OC.COC(=O)OC.COC(=O)OC.COC(=O)OC.COC(=O)OC.COC(=O)OC
Multiplicity: 1

2.
C27H54O27 | the ωB97M-V functional and the def2-TZVPD basis

Geometry (Å):
C: -2.43 -6.28 2.37
O: -3.22 -5.21 1.76
C: -2.57 -4.05 1.44
O: -1.37 -3.80 1.56
O: -3.43 -3.18 0.82
C: -2.93 -1.87 0.46
H: -1.96 -6.05 3.32
H: -1.62 -6.52 1.67
H: -2.90 -7.26 2.46
H: -2.71 -1.38 1.41
H: -3.67 -1.28 -0.10
H: -2.07 -1.92 -0.21
C: -1.52 1.99 -8.10
O: -1.82 1.54 -6.81
C: -0.89 0.86 -6.15
O: 0.20 0.49 -6.64
O: -1.44 0.53 -4.92
C: -0.66 -0.27 -4.05
H: -2.43 2.48 -8.43
H: -1.15 1.35 -8.90
H: -0.75 2.76 -8.03
H: -0.02 0.34 -3.40
H: -0.03 -0.96 -4.62
H: -1.33 -0.88 -3.45
C: 5.93 -4.21 5.72
O: 5.52 -2.85 5.54
C: 4.54 -2.56 4.66
O: 3.79 -3.34 4.04
O: 4.66 -1.25 4.41
C: 4.03 -0.72 3.27
H: 6.02 -4.90 4.88
H: 5.25 -4.55 6.50
H: 6.88 -4.13 6.25
H: 4.19 -1.41 2.44
H: 4.32 0.30 2.99
H: 2.95 -0.68 3.38
C: -0.26 6.92 1.00
O: -0.43 6.21 -0.19
C: 0.20 5.12 -0.41
O: 1.04 4.67 0.30
O: -0.05 4.65 -1.68
C: 0.65 3.50 -2.28
H: 0.80 7.03 1.25
H: -0.80 6.35 1.75
H: -0.83 7.85 0.95
H: 0.66 2.60 -1.66
H: 1.67 3.70 -2.62
H: 0.17 3.21 -3.21
C: 4.89 -4.82 0.44
O: 3.45 -4.74 0.62
C: 2.58 -5.40 -0.29
O: 2.81 -5.97 -1.35
O: 1.35 -5.11 0.09
C: 0.15 -5.22 -0.73
H: 5.30 -5.82 0.63
H: 5.38 -4.15 1.15
H: 5.11 -4.35 -0.52
H: -0.42 -4.30 -0.75
H: -0.50 -5.99 -0.32
H: 0.37 -5.40 -1.78
C: 1.62 -1.97 0.66
O: 1.39 -0.72 1.15
C: 0.74 0.24 0.42
O: 0.48 0.15 -0.78
O: 0.53 1.26 1.25
C: -0.75 2.00 1.06
H: 1.70 -2.04 -0.43
H: 0.79 -2.64 0.89
H: 2.47 -2.36 1.21
H: -1.58 1.30 0.99
H: -0.57 2.56 0.15
H: -0.88 2.67 1.90
C: -3.67 4.49 1.32
O: -3.48 4.35 -0.07
C: -3.65 3.12 -0.63
O: -4.04 2.14 -0.05
O: -3.02 3.21 -1.74
C: -2.67 2.02 -2.37
H: -4.46 3.90 1.78
H: -3.83 5.51 1.68
H: -2.68 4.31 1.72
H: -1.87 2.24 -3.08
H: -3.50 1.64 -2.95
H: -2.14 1.24 -1.83
C: 3.69 -2.83 -3.08
O: 2.33 -3.03 -2.87
C: 1.49 -3.50 -3.79
O: 1.78 -3.79 -4.97
O: 0.18 -3.56 -3.30
C: -0.88 -4.09 -4.10
H: 4.07 -3.77 -3.48
H: 4.17 -2.71 -2.11
H: 3.83 -1.98 -3.75
H: -1.76 -4.35 -3.52
H: -0.52 -5.00 -4.60
H: -1.14 -3.35 -4.84
C: -4.77 7.20 4.53
O: -3.92 6.11 4.95
C: -2.73 5.97 4.38
O: -2.19 6.65 3.51
O: -2.18 4.88 4.91
C: -0.78 4.64 4.72
H: -5.75 7.06 4.99
H: -4.85 7.18 3.45
H: -4.46 8.20 4.82
H: -0.15 5.52 4.84
H: -0.58 4.35 3.69
H: -0.46 3.88 5.43

Output
LUMO energy (spin up / spin down): -2.44 / -9.77 eV
Relative energy (zero: lowest compared OMol25 entry of this formula, charge and spin): 39.5 kJ/mol
Charge: +1
HOMO-LUMO gap (spin up / spin down): 10.3 / 2.9 eV
⟨S²⟩: 0.76
Multiplicity: 2

| no. | E (Eh) |
| --- | --- |
| 1 | -3092.6686 |
| 2 | -3092.1962 |